No. 1
# C27H33N2O2Si

2 unconnected molecules or ions with the total composition C27H33N2O2Si (the ωB97M-V functional and the def2-TZVPD basis, the Open Molecules 2025 dataset).

```
! RIJCOSX wB97M-V def2-TZVPD def2/J DEFGRID3
* xyz 1 1
C 0.2879 -0.8816 -2.3978
C -0.0362 0.5114 -2.0122
C 0.9862 1.4611 -2.3212
O 2.2534 1.1968 -2.4457
Si 3.4824 2.3860 -2.8844
C 5.0083 1.3234 -2.8554
C 3.1716 3.0624 -4.5845
C 3.4494 3.6707 -1.5522
O 0.5749 2.6887 -2.5814
C -0.9253 2.6789 -2.5577
C -1.2996 1.2241 -2.3590
H -0.5055 -1.5443 -2.0363
H 0.4068 -1.0020 -3.4900
H 1.2184 -1.1821 -1.8920
H 5.9034 1.9471 -2.7209
H 4.9748 0.5846 -2.0435
H 5.1180 0.7821 -3.8052
H 3.8663 3.8946 -4.7739
H 3.3511 2.2998 -5.3528
H 2.1497 3.4392 -4.7112
H 4.4673 4.0475 -1.3828
H 2.8240 4.5240 -1.8382
H 3.0733 3.2811 -0.5992
H -1.2274 3.3113 -1.7181
H -1.2816 3.0873 -3.5085
H -1.7533 0.8158 -3.2733
H -2.0271 1.1160 -1.5466
C -4.6063 -3.3123 -1.5229
N -3.5499 -2.8225 -0.6557
C -2.7205 -1.7767 -0.9212
C -1.8642 -1.5453 0.1900
C -0.9594 -0.4801 0.3917
C -0.6208 -0.0385 1.6765
C -1.3873 -0.1012 2.8663
N -0.6704 0.3894 3.9101
C -1.1322 0.3732 5.2863
C 0.5891 0.8096 3.4603
C 0.6563 0.5654 2.0683
C 1.8569 0.7563 1.3984
C 2.9619 1.2347 2.1306
C 2.8723 1.4764 3.5140
C 1.6739 1.2439 4.2073
C -2.1646 -2.6285 1.1366
C -3.2506 -3.3569 0.5996
C -3.8634 -4.4169 1.2595
C -3.3518 -4.7805 2.5149
C -2.2413 -4.1067 3.0468
C -1.6260 -3.0561 2.3433
H -5.0077 -4.2418 -1.1078
H -5.4192 -2.5758 -1.5985
H -4.2102 -3.5086 -2.5276
H -2.8245 -1.1940 -1.8350
H -0.5440 0.1143 -0.4428
H -2.3952 -0.4778 2.9976
H -0.3402 0.7654 5.9269
H -2.0344 0.9896 5.3998
H -1.3813 -0.6537 5.5926
H 1.9219 0.5162 0.3355
H 3.9068 1.4141 1.6160
H 3.7438 1.8389 4.0581
H 1.5712 1.3830 5.2820
H -4.7096 -4.9353 0.8154
H -3.8077 -5.5946 3.0767
H -1.8526 -4.4068 4.0210
H -0.7306 -2.5840 2.7333
*
```

## Properties
LUMO level	-4.07	eV
gap between HOMO and LUMO	5.69	eV
HOMO	-9.76	eV

What are the Löwdin partial charges on each atom? They are as follows, in elementary charge units: atom 1 (C): -0.053, atom 2 (C): -0.325, atom 3 (C): -0.409, atom 4 (O): -0.042, atom 5 (Si): 0.510, atom 6 (C): -0.153, atom 7 (C): -0.150, atom 8 (C): -0.146, atom 9 (O): 0.004, atom 10 (C): -0.053, atom 11 (C): -0.156, atom 12 (H): 0.052, atom 13 (H): 0.102, atom 14 (H): 0.097, atom 15 (H): 0.041, atom 16 (H): 0.039, atom 17 (H): 0.041, atom 18 (H): 0.048, atom 19 (H): 0.042, atom 20 (H): 0.035, atom 21 (H): 0.043, atom 22 (H): 0.043, atom 23 (H): 0.032, atom 24 (H): 0.130, atom 25 (H): 0.130, atom 26 (H): 0.125, atom 27 (H): 0.103, atom 28 (C): 0.010, atom 29 (N): -0.066, atom 30 (C): 0.048, atom 31 (C): -0.113, atom 32 (C): 0.096, atom 33 (C): -0.120, atom 34 (C): 0.033, atom 35 (N): -0.060, atom 36 (C): 0.011, atom 37 (C): -0.157, atom 38 (C): -0.102, atom 39 (C): 0.001, atom 40 (C): -0.063, atom 41 (C): -0.062, atom 42 (C): 0.000, atom 43 (C): -0.109, atom 44 (C): -0.158, atom 45 (C): 0.002, atom 46 (C): -0.063, atom 47 (C): -0.062, atom 48 (C): -0.029, atom 49 (H): 0.085, atom 50 (H): 0.108, atom 51 (H): 0.107, atom 52 (H): 0.142, atom 53 (H): 0.063, atom 54 (H): 0.155, atom 55 (H): 0.086, atom 56 (H): 0.107, atom 57 (H): 0.106, atom 58 (H): 0.110, atom 59 (H): 0.106, atom 60 (H): 0.110, atom 61 (H): 0.108, atom 62 (H): 0.107, atom 63 (H): 0.111, atom 64 (H): 0.109, atom 65 (H): 0.115



No. 2
# C27H33N2O3

2 unconnected molecules or ions with the total composition C27H33N2O3 (the ωB97M-V functional and the def2-TZVPD basis, the Open Molecules 2025 dataset).

```
! RIJCOSX wB97M-V def2-TZVPD def2/J DEFGRID3
* xyz 1 1
C -2.4454 -3.3740 -0.9465
N -2.5178 -3.6314 0.5109
C -2.0295 -4.9730 0.8987
C -0.5079 -5.1065 0.7655
C 0.2555 -3.8341 1.0151
N 1.6714 -3.8319 0.8471
C 2.4314 -5.0948 0.8849
C 3.9094 -4.8488 1.1958
O 4.4794 -3.8918 0.3138
C 3.8027 -2.6441 0.3755
C 2.3239 -2.7934 0.0179
C -0.3927 -2.6955 1.3010
C -1.8722 -2.6045 1.3608
H -2.9239 -2.4252 -1.1838
H -1.4080 -3.3329 -1.2736
H -2.9566 -4.1613 -1.4976
H -2.3482 -5.1514 1.9308
H -2.5551 -5.7201 0.2934
H -0.1479 -5.8862 1.4453
H -0.2598 -5.4585 -0.2416
H 1.9854 -5.7561 1.6359
H 2.3230 -5.5885 -0.0854
H 4.0401 -4.4803 2.2200
H 4.4995 -5.7699 1.1078
H 3.9246 -2.2465 1.3896
H 4.3199 -1.9549 -0.3045
H 2.2191 -3.0892 -1.0304
H 1.7971 -1.8401 0.1277
H 0.1808 -1.8034 1.4800
H -2.2240 -1.6185 1.0383
H -2.2235 -2.7420 2.3881
C -2.8374 1.9260 4.7556
C -2.5968 1.0608 3.5056
C -1.9918 2.0232 2.5387
C -1.8976 3.2795 3.1765
O -2.3816 3.2548 4.4768
C -1.3422 4.3570 2.4802
C -0.9190 4.1849 1.1887
C -1.0462 2.9390 0.5166
C -0.5995 2.6999 -0.8060
C -0.1778 3.6203 -1.7973
C 0.5601 3.1310 -2.9046
C 1.0311 3.9973 -3.8518
C 0.7868 5.3853 -3.7633
O 1.3840 6.0993 -4.7918
C 2.0674 5.1681 -5.6389
C 1.8495 3.7533 -5.0758
C 0.0083 5.8759 -2.7096
C -0.4763 5.0100 -1.7646
C -1.5824 1.8496 1.2463
H -3.8994 1.9821 5.0231
H -2.2889 1.5579 5.6305
H -1.9154 0.2259 3.7006
H -3.5272 0.6408 3.1064
H -1.2389 5.3018 2.9850
H -0.4219 4.9997 0.6966
H -0.5323 1.6619 -1.0856
H 0.7776 2.0831 -2.9942
H 1.6676 5.2796 -6.6539
H 3.1271 5.4478 -5.6624
H 2.7925 3.2585 -4.8226
H 1.3155 3.1059 -5.7792
H -0.2071 6.9290 -2.6695
H -1.1660 5.3785 -1.0275
H -1.6726 0.8813 0.7905
*
```

## Properties
LUMO level	-5.25	eV
gap between HOMO and LUMO	4.24	eV
HOMO	-9.49	eV

What are the Löwdin partial charges on each atom? They are as follows, in elementary charge units: atom 1 (C): -0.080, atom 2 (N): -0.212, atom 3 (C): -0.174, atom 4 (C): -0.118, atom 5 (C): -0.238, atom 6 (N): -0.096, atom 7 (C): -0.141, atom 8 (C): -0.182, atom 9 (O): -0.140, atom 10 (C): -0.190, atom 11 (C): -0.134, atom 12 (C): -0.058, atom 13 (C): -0.204, atom 14 (H): 0.075, atom 15 (H): 0.071, atom 16 (H): 0.084, atom 17 (H): 0.118, atom 18 (H): 0.119, atom 19 (H): 0.113, atom 20 (H): 0.122, atom 21 (H): 0.121, atom 22 (H): 0.124, atom 23 (H): 0.124, atom 24 (H): 0.131, atom 25 (H): 0.123, atom 26 (H): 0.126, atom 27 (H): 0.124, atom 28 (H): 0.104, atom 29 (H): 0.089, atom 30 (H): 0.093, atom 31 (H): 0.113, atom 32 (C): -0.122, atom 33 (C): -0.076, atom 34 (C): -0.135, atom 35 (C): -0.137, atom 36 (O): 0.027, atom 37 (C): 0.044, atom 38 (C): 0.011, atom 39 (C): -0.182, atom 40 (C): 0.113, atom 41 (C): -0.185, atom 42 (C): 0.057, atom 43 (C): -0.139, atom 44 (C): -0.139, atom 45 (O): 0.025, atom 46 (C): -0.124, atom 47 (C): -0.076, atom 48 (C): 0.043, atom 49 (C): 0.004, atom 50 (C): 0.059, atom 51 (H): 0.134, atom 52 (H): 0.134, atom 53 (H): 0.129, atom 54 (H): 0.134, atom 55 (H): 0.131, atom 56 (H): 0.108, atom 57 (H): 0.129, atom 58 (H): 0.133, atom 59 (H): 0.134, atom 60 (H): 0.133, atom 61 (H): 0.131, atom 62 (H): 0.132, atom 63 (H): 0.130, atom 64 (H): 0.113, atom 65 (H): 0.120



No. 3
# C27H33N2Ti

A molecular structure, C27H33N2Ti (the ωB97M-V functional and the def2-TZVPD basis, the Open Molecules 2025 dataset).

```
! RIJCOSX wB97M-V def2-TZVPD def2/J DEFGRID3
* xyz 1 1
C 1.0330 -2.1036 0.6712
C 1.9359 -1.2853 -0.1098
C 1.4196 -1.2245 -1.4441
C 0.1647 -1.8964 -1.4811
C -0.0734 -2.4602 -0.1856
Ti -0.0510 -0.2021 0.3079
C -3.0132 1.3566 -0.9831
C -2.4957 0.9165 0.2098
H -2.3684 1.6316 1.0246
C -2.1377 -0.4596 0.4704
H -2.4385 -1.2351 -0.2385
H -2.1918 -0.7881 1.5146
C -3.0928 2.8128 -1.2991
H -2.5253 3.4179 -0.5814
H -2.6867 3.0085 -2.3009
H -4.1315 3.1798 -1.3091
C -3.5563 0.4303 -2.0162
H -3.5035 -0.6241 -1.7317
H -4.6172 0.6377 -2.2356
H -3.0232 0.5472 -2.9724
C 3.2745 -0.7726 0.2712
H 3.4346 -0.7791 1.3525
H 4.0585 -1.3862 -0.2018
H 3.4169 0.2616 -0.0693
C 2.1901 -0.7320 -2.6119
H 2.5828 0.2789 -2.4411
H 3.0513 -1.3885 -2.8206
H 1.5824 -0.6907 -3.5230
C -0.6527 -2.1528 -2.6961
H -0.6825 -1.2778 -3.3571
H -0.2525 -2.9940 -3.2869
H -1.6918 -2.3950 -2.4395
C -1.0938 -3.4896 0.1290
H -2.0148 -3.3326 -0.4371
H -0.7220 -4.4915 -0.1326
H -1.3417 -3.4875 1.1928
C 1.2633 -2.6838 2.0165
H 0.3241 -2.7837 2.5749
H 1.6934 -3.6945 1.9369
H 1.9388 -2.0642 2.6129
C 0.2623 1.3849 -1.1007
C 0.9513 2.4189 -0.4818
C -0.0910 1.4695 -2.4468
C 1.2977 3.5605 -1.2187
H 1.2205 2.3479 0.5793
C 0.2109 2.6270 -3.1763
H -0.6321 0.6573 -2.9367
C 0.9062 3.6763 -2.5564
H 1.8719 4.3526 -0.7320
H -0.0974 2.6981 -4.2266
H 1.1473 4.5764 -3.1273
N 4.1309 -0.5868 4.8852
C 3.0793 -0.1764 4.5666
C 1.7501 0.2482 4.1565
C 0.7233 0.4332 5.0946
C -0.5676 0.6281 4.6018
C -0.8111 0.5263 3.2359
N 0.2006 0.4145 2.3334
C 1.4821 0.4764 2.8041
H 0.9453 0.4474 6.1642
H -1.4187 0.8368 5.2495
H -1.8338 0.5908 2.8486
H 2.2660 0.7877 2.1037
*
```

## Properties
LUMO level (alpha / beta)	-4.23 / -4.23	eV
gap between HOMO and LUMO (alpha / beta)	6.23 / 6.24	eV
HOMO (alpha / beta)	-10.46 / -10.46	eV

What are the Löwdin partial charges on each atom? They are as follows, in elementary charge units: atom 1 (C): -0.304, atom 2 (C): -0.278, atom 3 (C): -0.239, atom 4 (C): -0.231, atom 5 (C): -0.295, atom 6 (Ti): 1.019, atom 7 (C): -0.334, atom 8 (C): -0.177, atom 9 (H): 0.106, atom 10 (C): -0.200, atom 11 (H): 0.049, atom 12 (H): 0.061, atom 13 (C): -0.049, atom 14 (H): 0.087, atom 15 (H): 0.084, atom 16 (H): 0.095, atom 17 (C): -0.041, atom 18 (H): 0.064, atom 19 (H): 0.103, atom 20 (H): 0.087, atom 21 (C): -0.020, atom 22 (H): 0.066, atom 23 (H): 0.111, atom 24 (H): 0.093, atom 25 (C): -0.010, atom 26 (H): 0.095, atom 27 (H): 0.108, atom 28 (H): 0.088, atom 29 (C): -0.006, atom 30 (H): 0.069, atom 31 (H): 0.111, atom 32 (H): 0.081, atom 33 (C): -0.023, atom 34 (H): 0.078, atom 35 (H): 0.110, atom 36 (H): 0.087, atom 37 (C): -0.015, atom 38 (H): 0.090, atom 39 (H): 0.111, atom 40 (H): 0.061, atom 41 (C): -0.214, atom 42 (C): -0.127, atom 43 (C): -0.130, atom 44 (C): -0.076, atom 45 (H): 0.082, atom 46 (C): -0.069, atom 47 (H): 0.081, atom 48 (C): -0.075, atom 49 (H): 0.109, atom 50 (H): 0.115, atom 51 (H): 0.109, atom 52 (N): 0.197, atom 53 (C): -0.145, atom 54 (C): -0.183, atom 55 (C): 0.044, atom 56 (C): -0.002, atom 57 (C): -0.068, atom 58 (N): -0.001, atom 59 (C): -0.054, atom 60 (H): 0.145, atom 61 (H): 0.129, atom 62 (H): 0.111, atom 63 (H): 0.129



Relative energy (zero: lowest compared OMol25 entry of this formula, charge and spin)? In order: 18.4; 4.8; 5.8 kcal per mole.
DFT total energy? In order: -43482.204; -37648.547; -54622.839 eV.
Max |F|? In order: 5.166; 3.052; 2.909 eV/Å.